1.
A 7-piece molecular cluster, C10H37BO11 overall, computed with wB97M-V/def2-TZVPD.

Positions of all 59 atoms, in Å:
O -0.694 -2.249 1.794
H -0.024 -1.990 2.431
H -0.350 -2.967 1.259
H -1.094 -1.533 1.295
B -1.348 -0.111 0.141
H -1.625 0.433 1.030
H -0.322 -0.436 0.217
H -1.877 -1.033 -0.045
H -1.434 0.596 -0.670
C 4.002 0.660 0.467
C 4.444 -0.603 -0.382
O 5.018 -1.644 0.432
O 2.838 0.395 1.253
H 3.904 1.465 -0.261
H 4.804 1.012 1.117
H 5.234 -0.237 -1.037
H 3.564 -0.899 -0.954
H 4.347 -1.842 1.089
H 2.135 1.018 1.052
C 0.886 1.304 -3.356
C 1.063 0.004 -2.576
O -0.122 -0.698 -2.297
O 2.148 1.981 -3.627
H 0.285 1.975 -2.743
H 0.340 1.260 -4.298
H 1.480 0.329 -1.623
H 1.685 -0.685 -3.147
H -0.335 -0.690 -1.361
H 1.987 2.909 -3.813
C -0.185 3.413 0.528
C -0.811 3.864 1.876
O 0.030 3.718 3.007
O 0.446 2.137 0.698
H 0.546 4.121 0.137
H -0.957 3.270 -0.228
H -1.624 3.191 2.145
H -1.153 4.899 1.866
H 0.052 2.778 3.201
H -0.249 1.475 0.721
C 1.170 -3.441 -0.535
C 0.204 -4.631 -0.594
O -0.952 -4.410 0.224
O 1.772 -3.381 0.726
H 0.570 -2.532 -0.579
H 1.884 -3.501 -1.356
H 0.701 -5.557 -0.303
H -0.238 -4.767 -1.580
H -1.705 -4.901 -0.113
H 2.495 -4.012 0.713
C -4.959 0.460 1.050
C -4.416 1.893 0.803
O -3.425 1.936 -0.233
O -3.951 -0.367 1.595
H -5.226 0.222 0.020
H -5.889 0.365 1.610
H -4.031 2.291 1.741
H -5.165 2.549 0.360
H -2.698 1.378 0.054
H -3.177 -0.183 1.057

**Gap between HOMO and LUMO (alpha / beta)**: 8.974 / 2.507 eV
**2S+1**: 2
**HOMO energy (alpha / beta)**: -11.7079 / -11.7074 eV
**Lowest unoccupied orbital energy (alpha / beta)**: -2.734 / -9.200 eV
**Energy above the lowest of the compared OMol25 structures with the same formula, charge and spin**: 0.0 kJ/mol
**Total charge**: +1

---

2.
C10H37InN13O6 as an isolated structure, computed with wB97M-V/def2-TZVPD.

Positions of all 67 atoms, in Å:
C 2.208 -0.412 4.738
C 1.081 -0.742 3.770
C 1.641 -0.840 2.338
C 1.705 0.532 1.632
N 3.077 0.967 1.337
In 3.265 3.073 1.829
H 2.530 0.613 4.606
H 3.058 -1.047 4.521
H 1.889 -0.601 5.756
H 0.600 -1.660 4.082
H 0.314 0.019 3.836
H 2.626 -1.281 2.384
H 1.027 -1.505 1.737
H 1.143 0.463 0.696
H 1.184 1.258 2.258
H 3.703 0.477 1.965
H 2.715 3.209 3.534
H 2.002 3.846 0.805
H 4.903 3.697 1.554
C -0.385 -3.982 6.351
O 0.487 -3.248 5.929
N -0.216 -5.341 6.446
N -1.604 -3.514 6.753
H -0.923 -5.966 6.781
H 0.667 -5.713 6.151
H -1.764 -2.528 6.668
H -2.343 -4.101 7.086
C -2.977 -2.227 2.099
O -3.384 -2.763 3.121
N -3.813 -1.838 1.090
N -1.657 -1.988 1.857
H -3.480 -1.369 0.264
H -4.789 -2.036 1.200
H -0.993 -2.236 2.568
H -1.322 -1.589 0.998
C -0.318 3.507 -2.073
O -1.078 3.930 -2.938
N -0.647 3.430 -0.757
N 0.950 3.079 -2.356
H -0.005 3.074 -0.070
H -1.555 3.746 -0.478
H 1.252 3.131 -3.308
H 1.591 2.758 -1.650
C -2.991 -1.632 -2.628
O -2.399 -1.395 -1.583
N -4.305 -2.015 -2.671
N -2.353 -1.506 -3.817
H -4.797 -2.202 -3.522
H -4.787 -2.115 -1.798
H -1.395 -1.203 -3.794
H -2.767 -1.677 -4.713
C 1.183 -0.393 -4.407
O 0.194 -0.730 -5.049
N 2.310 0.076 -5.018
N 1.227 -0.433 -3.044
H 3.126 0.374 -4.518
H 2.304 0.132 -6.021
H 0.416 -0.765 -2.554
H 2.023 -0.143 -2.507
C 0.377 3.487 -6.318
O 1.079 3.069 -7.227
N 0.016 2.713 -5.256
N -0.099 4.771 -6.296
H -0.554 3.037 -4.498
H 0.348 1.766 -5.249
H 0.151 5.366 -7.063
H -0.677 5.136 -5.562

**Gap between HOMO and LUMO**: 6.679 eV
**2S+1**: 1
**HOMO energy**: -4.4415 eV
**Lowest unoccupied orbital energy**: 2.237 eV
**Total charge**: -1

---

3.
C10H37N12NiO12 as an isolated structure, computed with wB97M-V/def2-TZVPD.

Positions of all 72 atoms, in Å:
Ni 0.870 -1.759 2.730
O 0.751 0.447 -0.823
C 0.519 -0.739 -0.217
O -0.003 -1.649 -0.901
O 0.927 -0.844 0.964
H 0.279 0.341 -1.671
C 4.055 -0.940 -3.072
O 3.199 0.145 -3.316
H 4.822 -0.810 -2.295
H 3.531 -1.891 -2.907
H 4.645 -1.094 -3.980
H 2.591 0.253 -2.584
C 3.172 2.233 0.843
O 3.705 0.909 0.857
H 3.761 2.783 1.572
H 3.219 2.696 -0.141
H 2.134 2.225 1.178
H 3.440 0.404 0.083
C 2.753 -0.035 4.594
O 2.239 -0.498 3.337
H 2.402 -0.629 5.441
H 3.830 -0.194 4.616
H 2.444 0.989 4.784
H 2.724 -0.007 2.642
C 0.924 -5.093 -1.756
O 1.119 -6.196 -2.217
N 0.761 -4.859 -0.394
N 0.874 -3.933 -2.486
H 0.552 -3.926 -0.082
H 0.446 -5.618 0.181
H 1.031 -4.006 -3.474
H 0.674 -3.052 -2.043
C -1.609 -3.188 1.758
O -0.371 -3.131 1.974
N -2.088 -2.823 0.568
N -2.464 -3.697 2.679
H -3.049 -2.667 0.318
H -1.370 -2.405 -0.034
H -3.368 -4.038 2.399
H -2.087 -4.051 3.541
C -2.452 0.343 -2.056
O -2.316 0.536 -0.840
N -1.997 -0.729 -2.743
N -3.279 1.191 -2.777
H -2.164 -0.900 -3.715
H -1.420 -1.343 -2.193
H -3.237 1.207 -3.784
H -3.340 2.113 -2.380
C 0.377 3.108 -3.120
O 1.151 2.243 -3.499
N -0.444 2.947 -2.020
N 0.170 4.284 -3.788
H -0.324 2.129 -1.454
H -1.031 3.703 -1.721
H 0.449 4.443 -4.736
H -0.370 5.006 -3.348
C -1.835 0.003 3.462
O -0.747 -0.537 3.203
N -2.989 -0.712 3.469
N -1.963 1.327 3.649
H -2.964 -1.679 3.196
H -3.787 -0.423 4.008
H -1.135 1.894 3.590
H -2.860 1.752 3.798
C -1.273 3.823 0.233
O -0.279 4.483 0.014
N -1.216 2.500 0.602
N -2.548 4.354 0.158
H -0.288 2.139 0.480
H -1.960 1.962 1.001
H -3.273 3.831 0.615
H -2.636 5.345 0.030

**Gap between HOMO and LUMO (alpha / beta)**: 7.927 / 6.636 eV
**2S+1**: 3
**HOMO energy (alpha / beta)**: -11.3074 / -11.3073 eV
**Lowest unoccupied orbital energy (alpha / beta)**: -3.380 / -4.671 eV
**Energy above the lowest of the compared OMol25 structures with the same formula, charge and spin**: 303.6 kJ/mol
**Total charge**: +1

---

4.
A 8-piece molecular cluster, C10H37NO8 overall, computed with wB97M-V/def2-TZVPD.

Positions of all 56 atoms, in Å:
C 0.360 4.470 -3.325
O 0.327 3.959 -1.967
C -0.757 4.557 -1.183
C -0.657 3.955 0.207
C -1.788 4.426 1.072
N 0.563 4.337 0.818
H 1.294 4.077 -3.726
H 0.403 5.558 -3.367
H -0.446 4.120 -3.970
H -0.482 5.610 -1.120
H -1.734 4.399 -1.641
H -0.797 2.877 0.127
H -1.729 3.846 1.993
H -2.789 4.240 0.682
H -1.734 5.490 1.298
H 0.613 4.142 1.808
H 1.304 3.774 0.425
C -4.152 0.648 -2.854
C -3.236 -0.515 -3.217
O -3.337 -1.730 -2.469
H -5.129 0.166 -2.807
H -4.076 1.438 -3.601
H -3.869 1.023 -1.870
H -2.189 -0.248 -3.357
H -3.523 -0.869 -4.207
H -3.075 -1.587 -1.557
C 0.877 -4.928 -3.275
C 0.054 -5.585 -2.145
O -1.262 -5.857 -2.576
H 1.904 -4.780 -2.939
H 0.496 -3.953 -3.577
H 1.056 -5.596 -4.118
H -0.100 -4.831 -1.373
H 0.565 -6.472 -1.771
H -1.656 -5.012 -2.803
C 2.914 -3.739 5.885
C 2.483 -2.330 5.330
O 3.280 -1.916 4.246
H 3.971 -3.569 6.090
H 2.789 -4.535 5.151
H 2.426 -3.973 6.832
H 2.599 -1.572 6.105
H 1.431 -2.416 5.059
H 4.178 -1.994 4.576
O 3.834 2.321 3.720
H 4.270 2.450 2.878
H 3.673 1.379 3.766
O 2.694 1.003 -2.305
H 2.303 0.488 -1.599
H 2.157 1.794 -2.351
O 1.231 -0.837 0.674
H 1.615 -1.125 1.502
H 0.292 -0.988 0.781
O -2.887 -1.839 1.723
H -3.292 -1.121 2.210
H -3.258 -2.631 2.111

**Gap between HOMO and LUMO**: 9.387 eV
**2S+1**: 1
**HOMO energy**: -9.3909 eV
**Lowest unoccupied orbital energy**: -0.004 eV
**SMILES**: COC[C@H](C)N.CCO.CCO.CCO.O.O.O.O
**Energy above the lowest of the compared OMol25 structures with the same formula, charge and spin**: 191.3 kJ/mol

---

Please write out number 1 again, unchanged.
A 7-piece molecular cluster, C10H37BO11 overall, computed with wB97M-V/def2-TZVPD.

Positions of all 59 atoms, in Å:
O -0.694 -2.249 1.794
H -0.024 -1.990 2.431
H -0.350 -2.967 1.259
H -1.094 -1.533 1.295
B -1.348 -0.111 0.141
H -1.625 0.433 1.030
H -0.322 -0.436 0.217
H -1.877 -1.033 -0.045
H -1.434 0.596 -0.670
C 4.002 0.660 0.467
C 4.444 -0.603 -0.382
O 5.018 -1.644 0.432
O 2.838 0.395 1.253
H 3.904 1.465 -0.261
H 4.804 1.012 1.117
H 5.234 -0.237 -1.037
H 3.564 -0.899 -0.954
H 4.347 -1.842 1.089
H 2.135 1.018 1.052
C 0.886 1.304 -3.356
C 1.063 0.004 -2.576
O -0.122 -0.698 -2.297
O 2.148 1.981 -3.627
H 0.285 1.975 -2.743
H 0.340 1.260 -4.298
H 1.480 0.329 -1.623
H 1.685 -0.685 -3.147
H -0.335 -0.690 -1.361
H 1.987 2.909 -3.813
C -0.185 3.413 0.528
C -0.811 3.864 1.876
O 0.030 3.718 3.007
O 0.446 2.137 0.698
H 0.546 4.121 0.137
H -0.957 3.270 -0.228
H -1.624 3.191 2.145
H -1.153 4.899 1.866
H 0.052 2.778 3.201
H -0.249 1.475 0.721
C 1.170 -3.441 -0.535
C 0.204 -4.631 -0.594
O -0.952 -4.410 0.224
O 1.772 -3.381 0.726
H 0.570 -2.532 -0.579
H 1.884 -3.501 -1.356
H 0.701 -5.557 -0.303
H -0.238 -4.767 -1.580
H -1.705 -4.901 -0.113
H 2.495 -4.012 0.713
C -4.959 0.460 1.050
C -4.416 1.893 0.803
O -3.425 1.936 -0.233
O -3.951 -0.367 1.595
H -5.226 0.222 0.020
H -5.889 0.365 1.610
H -4.031 2.291 1.741
H -5.165 2.549 0.360
H -2.698 1.378 0.054
H -3.177 -0.183 1.057

**Gap between HOMO and LUMO (alpha / beta)**: 8.974 / 2.507 eV
**2S+1**: 2
**HOMO energy (alpha / beta)**: -11.7079 / -11.7074 eV
**Lowest unoccupied orbital energy (alpha / beta)**: -2.734 / -9.200 eV
**Energy above the lowest of the compared OMol25 structures with the same formula, charge and spin**: 0.0 kJ/mol
**Total charge**: +1

---

> Which formula does entry 1 have?

C10H37BO11

---

> Which value of 2S+1 does entry 3 give?

3

---

> Which value of 2S+1 does entry 3 give?

3